# 1
Here is a structure of composition C39H62BeFILiN4O11SSi at a distorted geometry from OMol25. Energies are from ωB97M-V with the def2-TZVPD basis set.

```
! RIJCOSX wB97M-V def2-TZVPD def2/J DEFGRID3
* xyz -1 1
I 1.9610 -2.7154 1.3466
S 6.0682 1.7267 1.1380
Si 0.7371 1.5308 -3.2942
F 3.3172 -2.8865 -1.1554
O -2.9971 2.8058 -1.2289
O 2.5145 4.1629 -2.4016
O 3.5009 3.8004 -4.4642
O 4.6347 4.0003 -0.3797
O -4.2875 -1.2481 3.7350
O -0.8976 -4.8650 -2.7101
O 2.2007 -0.7079 -1.6782
O 3.0494 8.8037 -5.7561
O -0.2110 -3.5180 -4.1036
O -0.9490 -2.7264 -2.1688
O -4.1529 -4.1591 1.3134
N -3.0413 7.6518 -1.1616
N -4.8226 1.5710 -0.8717
N 5.0885 -4.2073 -3.3020
N -4.1829 -3.7606 5.5352
C -6.4855 -2.6440 5.3370
C 2.7532 0.3796 -1.3925
C -5.1482 -2.6914 6.0579
C 7.2121 6.3800 -2.7485
C 5.3373 -5.2014 -4.2089
C -0.8324 1.2930 -2.1848
C -3.0907 -6.1264 0.6497
C 2.9010 2.9270 -1.7872
C 3.9913 0.3391 -0.3465
C 4.0982 2.9126 -0.7318
C -3.0358 -4.5870 0.6969
C -3.6776 0.0311 3.8629
C -0.7000 -3.6531 -2.9444
C 6.2733 -3.7062 -2.8416
C 4.4701 -1.8754 2.9705
C 0.8134 -0.0334 -4.4211
C 4.6160 5.6176 -3.2744
C 0.4010 3.0237 -4.4368
C -5.0750 3.8834 -1.6907
C -4.8457 -5.1283 5.7281
C -1.7187 6.0427 0.5329
C 4.3542 7.1408 -3.6062
C 2.2231 1.7272 -2.1111
C -3.3509 -2.3048 3.5078
C 6.0921 5.2798 -2.8432
C 6.7002 -5.3422 -4.3230
C 3.5141 4.4771 -3.3935
C 7.2942 -4.3940 -3.4553
C -3.8730 -3.6460 4.0208
C 4.5145 -1.0145 0.3885
C -4.2108 2.7353 -1.2539
C -2.4575 6.9427 -0.4152
C -2.0454 -2.5716 6.4069
C 5.4688 8.2341 -3.5205
C 6.9386 7.8808 -3.0979
C -2.9259 -3.8080 6.4135
C 3.6235 -1.2921 1.7256
C 4.6523 1.5734 -0.0332
C -6.2413 1.2785 -0.8221
Be 0.8783 -1.7398 -5.7893
Li -5.2161 -0.8400 -0.0030
H 0.6799 -1.0013 -3.7885
H 5.2741 9.3445 -3.7562
H 8.3505 -4.2308 -3.2971
H -6.4981 1.0114 0.2091
H 4.1345 -2.9531 3.1724
H -3.2763 -3.9921 7.4336
H 3.1802 -0.2796 2.0558
H -6.8488 2.1236 -1.1370
H 3.3037 7.4509 -3.9499
H -4.4438 4.7300 -1.9608
H 4.3148 -1.2795 3.9505
H -0.6728 0.3562 -1.5160
H -0.7084 6.4222 0.6946
H -5.6644 3.5979 -2.5658
H -4.2901 0.7604 3.3305
H -4.8038 -3.8851 3.5019
H 8.2847 6.1290 -2.4170
H -0.6775 2.8827 -4.8477
H -1.0052 2.1767 -1.4853
H 7.7777 8.6725 -3.0551
H -7.0813 -1.8214 5.7422
H 6.2894 -2.9061 -2.1171
H 3.1075 8.0809 -6.3762
H -1.7692 1.0757 -2.8341
H -2.2417 6.0039 1.4901
H -5.1369 -5.2248 6.7759
H -2.5984 -1.6328 6.4147
H -3.1248 -6.5643 1.6544
H 1.0753 3.0037 -5.3793
H -3.1483 -4.4336 3.7992
H 0.4056 4.0430 -3.9215
H -2.6592 0.0579 3.4644
H -3.2117 -2.3911 2.4259
H -7.0664 -3.5567 5.4876
H -2.0591 -4.3471 1.1612
H -6.3876 -2.4743 4.2666
H 4.5255 -5.7232 -4.6934
H 7.2116 -6.0491 -4.9608
H -2.8645 -4.2733 -0.3474
H 1.7957 -0.0325 -5.0321
H -3.9588 -6.4857 0.0869
H -5.3148 -2.9139 7.1169
H -5.7333 4.1890 -0.8733
H -1.3556 -2.5821 5.5623
H 4.1691 -3.8900 -3.0143
H -6.4424 0.4245 -1.4776
H 6.4459 4.2129 -2.5898
H -4.1219 -5.8993 5.4593
H 5.6025 -1.8786 2.7514
H -1.6584 5.0338 0.1196
H -3.6615 0.3053 4.9225
H -1.4130 -2.5800 7.2994
H -2.1942 -6.5168 0.1530
H 5.6122 -0.9460 0.7417
H 5.7531 2.6980 2.1014
H -4.6504 -1.7248 6.0124
H 4.3899 -1.9504 -0.2917
H -5.7153 -5.2018 5.0767
H -2.3742 -2.0664 3.9264
H -0.0605 -0.0320 -5.1855
H -2.3427 -4.6753 6.0923
H -4.1683 0.8500 -0.5965
*
```

Summary:
- LUMO: -1.39 eV
- Gap between HOMO and LUMO: 0.043 Eh
- HOMO: -2.6 eV

Atom charges from the Mulliken analysis, given in e for atoms 1 to 6:
1 I 0.036
2 S -0.265
3 Si 0.262
4 F -0.800
5 O -0.512
6 O -0.333

***

# 2
Here is a cluster of 2 separate species, C8H11Cl2P in total at a distorted geometry from OMol25. Energies are from ωB97M-V with the def2-TZVPD basis set.

```
! RIJCOSX wB97M-V def2-TZVPD def2/J DEFGRID3
* xyz 0 1
Cl 2.9711 -1.3619 1.4456
Cl 2.5710 -1.7901 -1.3197
P 2.0376 0.8958 -0.2719
C -0.0137 2.3687 -0.8072
C 0.3234 2.6311 0.6238
C 1.3011 1.7975 1.0515
C -0.1062 -1.4836 0.7924
C 2.0081 -0.8242 0.0622
C -2.4022 -1.1181 -0.1683
C 0.7085 1.3077 -1.4029
C -0.9913 -1.7140 -0.2997
H -0.9354 -2.6330 -0.6973
H -0.1066 3.4166 1.1756
H -3.1443 -1.6807 -0.6653
H -0.9579 2.8720 -1.2026
H -2.5099 -0.0972 -0.6481
H 0.7583 0.7468 -2.3403
H -2.6184 -1.0218 0.9435
H 0.4139 -2.3087 1.2134
H 1.6906 1.6494 2.1372
H -0.5862 -1.0036 -1.0250
H -0.4116 -0.6484 1.4031
*
```

Summary:
- Relative energy (zero: lowest compared OMol25 entry of this formula, charge and spin): 447.4 kJ/mol
- LUMO (alpha / beta): -0.01 / -0.02 eV
- Gap between HOMO and LUMO (alpha / beta): 0.288 / 0.288 Eh
- HOMO (alpha / beta): -7.9 / -7.9 eV

Atom charges from the natural (NBO) analysis, given in e for atoms 1 to 6:
1 Cl -0.011
2 Cl -0.012
3 P 0.898
4 C -0.222
5 C -0.236
6 C -0.543

***

# 3
Here is the molecule C8H12BrF3O5S at a distorted geometry from OMol25. Energies are from ωB97M-V with the def2-TZVPD basis set.

```
! RIJCOSX wB97M-V def2-TZVPD def2/J DEFGRID3
* xyz 0 1
Br -2.0140 -1.3604 -3.2014
S -1.2018 3.0383 -1.3200
F 0.6322 -1.1577 3.7133
F 2.0409 0.8006 4.3699
F 2.8137 -0.8719 2.7859
O -2.6831 3.3179 -1.6690
O -0.4562 1.6062 -1.9571
O 1.9614 0.4582 0.8237
O -0.4988 4.3473 -1.7587
O -1.0835 2.5272 0.3156
C 0.8282 -2.9706 -1.3926
C -1.1652 0.5719 -1.1481
C -0.5019 0.2213 1.5974
C -0.9392 -1.0125 -1.5033
C 0.6174 -1.4105 -1.8913
C 1.6048 -0.1039 3.2597
C -1.2707 1.0609 0.4173
C 1.0160 0.7371 1.9427
H -2.4187 0.8380 0.6563
H -2.2872 0.7389 -1.5201
H 0.7344 -1.4384 -3.0787
H -0.4562 -0.9396 1.3795
H 1.4182 -0.6599 -1.4853
H 1.9414 -3.3448 -1.4529
H 2.2529 1.3228 0.3909
H 0.1663 -3.6568 -2.1112
H 0.3820 -3.1658 -0.3028
H -1.3494 -1.7189 -0.6646
H -1.1521 0.3409 2.5905
H 1.0681 1.8843 2.2144
*
```

Summary:
- SMILES: CC[C@H](Br)[C@@H]1OS(=O)(=O)O[C@@H]1C[C@H](O)C(F)(F)F
- Relative energy (zero: lowest compared OMol25 entry of this formula, charge and spin): 660.9 kJ/mol
- LUMO: -0.47 eV
- Gap between HOMO and LUMO: 0.375 Eh
- HOMO: -10.7 eV

Atom charges from the natural (NBO) analysis, given in e for atoms 1 to 6:
1 Br -0.007
2 S 2.277
3 F -0.350
4 F -0.335
5 F -0.338
6 O -0.828

***

# 4
Here is a structure of composition C39H40BCl2N9O3RuTe at a distorted geometry from OMol25. Energies are from ωB97M-V with the def2-TZVPD basis set.

```
! RIJCOSX wB97M-V def2-TZVPD def2/J DEFGRID3
* xyz 1 2
Te -1.5868 -1.4812 0.5622
Ru 1.8843 0.2603 0.3620
Cl 2.1197 -5.2982 5.6284
Cl -0.5536 -0.7504 4.5817
O 3.1871 -1.5795 0.6600
O 1.2912 -0.5452 2.3021
O -0.9649 -2.3353 -1.1573
N 3.6411 2.7546 0.7523
N 1.4085 1.6663 -1.0452
N 0.4466 -0.8392 -0.4059
N 4.6411 5.0905 -0.7511
N 4.3729 1.4119 -1.1718
N 2.2472 2.6779 -1.3575
N 4.4264 3.9183 -1.4018
N 3.6704 0.2446 -1.1674
N 3.0937 1.6622 1.3247
C -3.5473 1.3387 -2.1549
C -3.1330 0.1420 -1.5785
C -5.9664 -3.7571 0.8460
C 4.8477 4.0020 -2.6965
C -3.7180 3.8474 -2.2710
C -1.4156 1.5773 1.5532
C 1.4637 -1.6282 2.9708
C 1.8650 -3.9306 4.5919
C 4.5585 -0.7175 -1.4335
C 2.4217 -2.6152 2.6604
C 3.3047 1.7522 2.6396
C 0.3390 1.7549 -1.8421
C -4.5694 -1.8054 1.2418
C -2.3908 0.2249 -0.3810
C -2.1270 1.4563 0.2275
C 0.4811 2.8473 -2.6860
C -5.7863 -2.4693 1.3326
C -2.5352 -4.5765 -0.5160
C 5.2041 5.8898 -1.6365
C 0.6744 -1.8927 4.1261
C -2.5700 2.6165 -0.3951
C 4.2125 3.5197 1.7009
C 1.1226 -2.0213 -2.4099
C 0.8731 -2.9951 4.9172
C 5.3551 5.2559 -2.8902
C 0.1702 -1.7137 -1.2816
C -3.6339 -3.7922 0.1563
C -3.2705 2.5802 -1.5907
C 5.6640 1.1757 -1.4267
C -4.8813 -4.3996 0.2651
C -7.2916 -4.4577 0.9863
C 3.2196 -2.4945 1.4832
C 5.8283 -0.1829 -1.6119
C -3.5008 -1.1456 -2.2839
C 4.0140 2.9141 2.9261
C 2.6222 -3.7440 3.4755
C -3.5029 -2.4775 0.6355
C -4.4761 -0.3953 1.7898
C 1.7066 3.3959 -2.3511
B 3.7006 2.7470 -0.7942
H -7.4685 -5.1378 0.1543
H -4.8074 3.9131 -2.2861
H -8.1119 -3.7418 1.0363
H 4.2477 -1.7437 -1.5154
H 3.9387 -3.3088 1.3072
H -3.3787 3.8665 -3.3080
H -0.2063 3.1915 -3.4413
H -4.8426 0.3261 1.0568
H 0.2663 -3.1441 5.8015
H -0.4596 1.0357 -1.7807
H 6.7389 -0.7071 -1.8476
H 5.7736 5.6605 -3.7970
H 5.4791 6.8950 -1.3527
H -2.6556 -4.5475 -1.6008
H 2.2130 4.2626 -2.7470
H -2.3656 3.5731 0.0762
H 2.1406 -1.9732 -2.0459
H -6.6176 -1.9552 1.8064
H 4.6936 4.4411 1.4245
H -5.0842 -0.3017 2.6885
H -1.5446 -4.1959 -0.2955
H 0.9030 -3.0068 -2.8147
H -4.1040 1.2932 -3.0862
H 3.3974 -4.4589 3.2196
H 2.9373 0.9845 3.3010
H 6.3786 1.9831 -1.4691
H -5.0004 -5.4095 -0.1171
H -0.6205 0.8391 1.6772
H -3.6727 -0.9579 -3.3435
H 0.9990 -1.2767 -3.1980
H -7.3114 -5.0450 1.9068
H 4.3316 3.2673 3.8931
H -0.9818 2.5692 1.6656
H 4.7453 3.1683 -3.3758
H -3.4540 -0.1242 2.0448
H -3.3296 4.7275 -1.7612
H -2.1121 1.4293 2.3819
H -4.4184 -1.5632 -1.8625
H -2.7194 -1.8903 -2.1983
H -2.5745 -5.6208 -0.2073
*
```

Summary:
- Relative energy (zero: lowest compared OMol25 entry of this formula, charge and spin): 216.5 kJ/mol
- LUMO (alpha / beta): -3.72 / -3.71 eV
- Gap between HOMO and LUMO (alpha / beta): 0.250 / 0.249 Eh
- HOMO (alpha / beta): -10.5 / -10.5 eV
- <S²>: 0.839

Atom charges from the Mulliken analysis, given in e for atoms 1 to 6:
1 Te 0.628
2 Ru 0.031
3 Cl -0.213
4 Cl -0.192
5 O -0.274
6 O -0.319